Entry 1:
This record from OMol25 describes a gas-phase ion, C2H8N2O2P (charge -1) in a non-equilibrium geometry. The level of theory is ωB97M-V/def2-TZVPD.

Structure (XYZ):
```
15
Properties=species:S:1:pos:R:3:nbo_charge:R:1
C 2.250 0.632 -0.070 -1.025
P 0.729 -0.578 0.095 2.149
O 0.675 -1.387 -1.124 -1.199
O 0.822 -1.138 1.460 -1.185
C -0.751 0.708 -0.125 -0.598
N -1.891 0.085 -0.718 -0.486
N -2.437 -0.899 0.225 -0.700
H 2.550 0.936 -1.108 0.201
H 2.037 1.474 0.531 0.198
H 3.109 0.072 0.321 0.217
H -0.121 1.492 -0.680 0.209
H -1.008 1.131 0.994 0.174
H -1.557 -0.476 -1.469 0.368
H -1.933 -1.701 0.583 0.350
H -2.475 -0.351 1.086 0.327
```

Summary:
Total charge ... -1
HOMO-LUMO gap ... 8.20 eV
SMILES ... C[P@@](=O)([O-])CNN

***

Entry 2:
This record from OMol25 describes C2H8N2O2S2 in the gas phase in a non-equilibrium geometry. The level of theory is ωB97M-V/def2-TZVPD.

Structure (XYZ):
```
16
Properties=species:S:1:pos:R:3:nbo_charge:R:1
C 0.830 -1.143 -1.256 -0.693
C 0.661 -0.248 -0.091 -0.075
N 0.903 -1.018 1.053 -0.853
S 1.761 1.455 -0.187 -0.083
S -1.109 0.323 -0.216 2.157
N -1.312 1.024 1.342 -1.057
O -2.142 -0.708 -0.151 -0.926
O -1.179 1.338 -1.298 -0.935
H 0.014 -1.872 -1.400 0.247
H 1.812 -1.685 -1.177 0.242
H 1.011 -0.486 -2.058 0.241
H 0.943 -0.489 1.944 0.383
H 0.123 -1.628 1.224 0.385
H 0.690 2.165 -0.632 0.173
H -0.700 1.788 1.424 0.385
H -2.304 1.184 1.477 0.409
```

Summary:
Total charge ... 0
HOMO-LUMO gap ... 10.33 eV
SMILES ... C[C@@](N)(S)S(N)(=O)=O

***

Entry 3:
This record from OMol25 describes 2 unconnected molecules or ions with the total composition C2H8N2O3 in a non-equilibrium geometry. The level of theory is ωB97M-V/def2-TZVPD.

Structure (XYZ):
```
15
Properties=species:S:1:pos:R:3:nbo_charge:R:1
C -2.193 -0.863 0.430 -0.469
C 2.853 0.517 0.453 -0.274
N -1.442 0.601 -1.463 -0.657
N -1.351 0.211 -0.124 0.171
O 2.081 -0.565 0.843 -0.233
O -0.244 0.400 0.460 -0.324
O 1.112 -0.884 -0.024 -0.191
H -1.844 -1.925 0.141 0.212
H -2.188 -0.804 1.527 0.241
H -3.273 -0.725 0.034 0.214
H 2.255 0.905 -0.442 0.194
H 3.825 0.237 0.138 0.178
H 2.814 1.169 1.306 0.191
H -0.543 1.028 -1.681 0.389
H -1.654 -0.269 -2.011 0.359
```

Summary:
Total charge ... 0
HOMO-LUMO gap (alpha / beta) ... 9.36 / 8.36 eV

***

Entry 4:
This record from OMol25 describes 2 unconnected molecules or ions with the total composition C2H8N2O3P in a non-equilibrium geometry. The level of theory is ωB97M-V/def2-TZVPD.

Structure (XYZ):
```
16
Properties=species:S:1:pos:R:3:nbo_charge:R:1
C 0.706 -1.158 0.899 -0.702
C 0.164 -0.342 -0.119 0.002
N 0.600 -0.613 -1.394 -0.797
N 1.037 1.650 0.271 -1.084
O -1.871 0.738 1.288 -1.162
O -1.677 1.127 -1.235 -1.011
O -2.165 -1.283 -0.255 -1.156
P -1.540 0.039 0.039 2.344
H 1.751 -1.141 1.068 0.204
H 0.331 -2.176 0.796 0.244
H 0.173 -0.966 1.880 0.250
H 0.169 -0.140 -2.169 0.399
H 1.653 -0.899 -1.593 0.361
H 0.208 2.069 0.510 0.321
H -1.065 1.769 -1.117 0.473
H 1.528 1.326 1.129 0.315
```

Summary:
Total charge ... -1
HOMO-LUMO gap ... 8.06 eV

***

no.,DFT total energy (a.u.),molar mass (g/mol)
1,-682.40616,123.07
2,-1137.32347,156.23
3,-415.93929,108.10
4,-757.66510,139.07